A molecular structure, C29H21BrIN6O2Re, computed with ωB97M-V with the def2-TZVPD basis set.

As for the maximum force: 3.4 eV/A. The expectation value of S² is 0.8346. Its energy above the lowest of the compared OMol25 structures with the same formula, charge and spin is 4.0 kcal/mol.

The geometry in ORCA input format:
```
! RIJCOSX wB97M-V def2-TZVPD def2/J DEFGRID3
* xyz 3 2
Re 2.15690 -0.57808 0.84258
Br -10.35509 2.16301 -1.42483
C -8.67171 1.46314 -1.13027
C -8.18008 1.39010 0.18441
C -6.94260 0.85784 0.41239
C -6.17587 0.39961 -0.68213
C -6.66519 0.50062 -2.00253
C -7.91423 1.01427 -2.22164
N -4.91427 -0.08479 -0.51970
N -4.43359 -0.69308 0.40853
C -3.09829 -0.86477 0.70108
C -2.83211 -1.89191 1.59632
C -1.54082 -2.26457 1.94641
C -0.46798 -1.58249 1.41201
O 0.78805 -1.86241 1.67201
C -0.72587 -0.49005 0.52435
N 0.39322 0.14623 0.05599
C 0.26551 1.18859 -0.75324
C -0.99017 1.64646 -1.15448
C -2.12402 1.00672 -0.71708
C -2.01538 -0.10181 0.14992
H -8.78547 1.74690 1.00579
H -6.55253 0.77172 1.41941
H -6.05815 0.14179 -2.82394
H -8.31920 1.07971 -3.22181
H -3.67658 -2.42407 2.01641
H -1.36267 -3.08917 2.62408
H 1.17132 1.67328 -1.09007
H -1.05282 2.50242 -1.81222
H -3.09461 1.35895 -1.03915
C 3.37228 -4.08626 -1.42575
C 2.67125 -3.23589 -0.57638
N 2.94174 -1.92797 -0.50790
C 3.95807 -1.42266 -1.28302
C 4.66976 -2.20123 -2.18481
C 4.35125 -3.57468 -2.24381
C 5.68411 -1.57439 -2.98693
C 5.95666 -0.25815 -2.85669
C 5.26319 0.54715 -1.88841
C 5.52029 1.91404 -1.66497
C 4.82336 2.58332 -0.68804
C 3.87196 1.90404 0.07290
N 3.59642 0.61439 -0.12275
C 4.28414 -0.05094 -1.10160
H 3.12558 -5.13866 -1.43835
H 1.87154 -3.59946 0.05587
H 4.88863 -4.21871 -2.92975
H 6.23019 -2.17905 -3.69985
H 6.71842 0.20935 -3.46858
H 6.26225 2.42879 -2.26409
H 5.00052 3.63214 -0.49447
H 3.31673 2.40515 0.85702
N 2.25578 0.17373 4.46541
C 1.70344 0.99806 3.59973
O 1.71934 0.80176 2.35799
C 1.02927 2.22203 4.16393
I 0.19443 3.50127 2.68947
H 2.69478 -0.68506 4.16901
H 2.23624 0.36381 5.45683
H 1.74437 2.80932 4.73666
H 0.21832 1.92059 4.82272
*
```

A gas-phase ion, C9H13N6 (charge -1), computed with ωB97M-V with the def2-TZVPD basis set.

As for the maximum force: 4.6 eV/A. Its energy above the lowest of the compared OMol25 structures with the same formula, charge and spin is 0.0 kcal/mol.

The geometry in ORCA input format:
```
! RIJCOSX wB97M-V def2-TZVPD def2/J DEFGRID3
* xyz -1 1
C 3.22298 0.12157 0.12307
C 0.25282 0.19203 -1.21038
C 1.82340 -1.12168 0.14325
C 0.34091 1.66377 -1.03427
C 0.36731 0.69816 1.15839
C 0.47440 -0.45406 0.14885
C -0.17754 1.90896 0.38309
C -1.70200 1.97667 0.41461
C 1.15177 -3.38450 0.05530
N 3.11583 1.38536 -0.27328
N 4.42871 -0.19503 0.56988
N 4.33628 1.86732 -0.06303
N 5.10373 0.93966 0.43314
N 0.01767 -0.36410 -2.31705
N 2.13683 -2.32655 0.08556
H 1.42236 1.89280 -1.03912
H -0.17356 2.21817 -1.81455
H -0.27123 0.43614 2.00503
H 1.36096 0.93080 1.53976
H -0.30170 -1.21346 0.31775
H 0.22376 2.83794 0.79393
H -2.06545 2.07215 1.43657
H -2.13382 1.08309 -0.02848
H -2.05223 2.83780 -0.15157
H 1.68260 -4.32596 0.19149
H 0.63454 -3.41573 -0.90947
H 0.39445 -3.28660 0.84417
H 0.02632 -1.38346 -2.29457
*
```

2 unconnected molecules or ions with the total composition C9H11O3, computed with ωB97M-V with the def2-TZVPD basis set.

As for the maximum force: 3.4 eV/A. The expectation value of S² is 0.7549. Its energy above the lowest of the compared OMol25 structures with the same formula, charge and spin is 36.7 kcal/mol.

The geometry in ORCA input format:
```
! RIJCOSX wB97M-V def2-TZVPD def2/J DEFGRID3
* xyz 0 2
C 0.22314 1.39074 -2.33927
C 1.31947 2.54130 -2.37847
O 1.08651 3.63226 -1.87983
O 2.35542 2.13648 -2.96897
H -0.72689 1.82503 -2.08102
H 0.62970 0.67787 -1.63390
H 0.21570 1.15432 -3.39559
C -2.02476 1.19079 1.10762
C 0.09960 -2.48668 1.32060
C -1.20422 -2.42949 0.81796
C 0.66504 -1.40258 1.92517
C -1.92838 -1.26499 0.81679
C -0.00641 -0.18430 1.88167
C -1.25237 -0.09289 1.28421
O 0.77165 -3.67570 1.28724
H 0.58841 -4.22577 0.53317
H -1.71492 -3.34321 0.50301
H 1.66872 -1.53441 2.35879
H -2.88927 -1.03729 0.40963
H 0.40249 0.67192 2.38604
H -2.64403 1.12791 0.21840
H -1.33969 2.04422 1.07605
H -2.67033 1.29657 1.98324
*
```

A molecular structure, C33H57ClN2O2PdSi, computed with ωB97M-V with the def2-TZVPD basis set.

As for the maximum force: 1.5 eV/A. The expectation value of S² is 2.0144. Its energy above the lowest of the compared OMol25 structures with the same formula, charge and spin is 0.0 kcal/mol.

The geometry in ORCA input format:
```
! RIJCOSX wB97M-V def2-TZVPD def2/J DEFGRID3
* xyz 0 3
O -1.07907 0.13215 1.42125
O -3.28494 0.01793 -2.24102
C -1.94634 -0.78246 2.10659
C -2.25585 -0.39971 3.53027
H -1.43027 -1.74823 2.05036
H -2.87873 -0.85142 1.52526
H -1.34938 -0.14257 4.08989
H -2.72344 -1.25576 4.01846
H -2.96807 0.43145 3.56251
C -1.42262 1.51553 1.52983
C -2.77002 1.85544 0.92222
H -0.61495 2.05505 1.01679
H -1.36589 1.79312 2.59596
H -2.92737 1.37565 -0.05437
H -2.80969 2.93894 0.77648
H -3.58397 1.57336 1.60041
C -2.90720 0.48018 -3.54979
C -4.69260 -0.18792 -2.07902
C -2.31771 1.86525 -3.48164
H -3.77223 0.46156 -4.23587
H -2.14816 -0.22224 -3.91943
H -3.02906 2.57185 -3.04540
H -2.08043 2.18683 -4.49685
H -1.39563 1.86480 -2.89287
C -5.51929 1.08092 -2.15999
H -4.78620 -0.65583 -1.09065
H -5.05224 -0.89580 -2.84461
H -5.13223 1.86344 -1.49967
H -6.53581 0.83083 -1.85030
H -5.57973 1.46784 -3.18167
H -1.69743 -0.94076 -0.62478
N 2.33973 0.91928 2.33650
C 3.66558 0.82576 2.44530
C 4.48969 0.38582 1.41000
C 4.15781 0.05253 0.09314
C 4.31368 1.26816 3.74214
H 3.83479 0.79208 4.61131
H 4.27596 2.36034 3.88068
H 5.36462 0.96418 3.71614
C 5.24549 0.04201 -0.95134
H 5.03429 0.75406 -1.76173
H 5.36343 -0.95350 -1.39611
H 6.18423 0.32654 -0.47151
N 2.93786 -0.24674 -0.30930
C 1.53448 1.48281 3.35655
C 0.99550 0.63451 4.34319
C 1.23810 -0.83464 4.26292
C 0.32869 1.21831 5.42945
H -0.03053 0.55704 6.22656
C 0.14469 2.59747 5.49860
H -0.40421 3.02823 6.33969
C 0.67203 3.42832 4.50785
H 0.56357 4.51230 4.57086
C 1.38856 2.88690 3.44106
C 2.06512 3.77709 2.45185
C 2.49861 -0.27833 -1.65097
C 2.59474 -1.45632 -2.43058
C 3.16298 -2.71658 -1.86153
C 2.10858 -1.42974 -3.73556
H 2.22758 -2.33193 -4.33672
C 1.50153 -0.28667 -4.25730
H 1.12689 -0.29311 -5.27695
C 1.37609 0.86009 -3.46562
H 0.89998 1.76210 -3.85553
C 1.87988 0.88016 -2.16616
C 1.74421 2.08880 -1.29933
Pd 1.39637 -0.43244 1.05105
H 0.38360 -1.38749 4.67409
H 2.15224 -1.12645 4.80614
H 1.35443 -1.18477 3.21392
H 2.01159 3.37490 1.43247
H 3.12651 3.92057 2.70991
H 1.58744 4.76603 2.45569
H 3.11080 -3.50115 -2.63019
H 2.59021 -3.05003 -0.97890
H 4.21736 -2.61652 -1.56420
H 2.71531 2.54115 -1.04091
H 1.23432 1.83422 -0.35286
H 1.14685 2.85008 -1.81974
H 5.55231 0.42693 1.62572
C -1.02778 -1.56661 -1.26288
Si -1.82968 -3.04874 -2.12738
H -0.46407 -0.88343 -1.91334
H -0.27960 -2.01515 -0.57816
C -3.30769 -3.64322 -1.13053
C -0.39616 -4.27183 -2.25270
C -2.41471 -2.81384 -3.90375
H -2.92679 -3.73232 -4.22158
H -1.56201 -2.64414 -4.57350
H -3.12544 -1.99001 -4.01598
H -2.99356 -3.99918 -0.14045
H -3.79741 -4.47436 -1.65547
H -4.04696 -2.84363 -0.99575
H 0.25594 -4.21383 -1.36874
H 0.21589 -4.05915 -3.14367
H -0.77499 -5.30034 -2.33709
Cl 1.12800 -2.77198 1.10293
*
```

2 unconnected molecules or ions with the total composition C11H19ClSi, computed with ωB97M-V with the def2-TZVPD basis set.

As for the maximum force: 4.8 eV/A. Its energy above the lowest of the compared OMol25 structures with the same formula, charge and spin is 88.7 kcal/mol.

The geometry in ORCA input format:
```
! RIJCOSX wB97M-V def2-TZVPD def2/J DEFGRID3
* xyz 0 1
C -4.25073 -0.19767 -0.99747
C -3.03414 0.47596 -0.63885
C -4.21022 -1.49254 -0.61263
C -2.23237 -0.37933 0.00286
C -2.89251 -1.67017 0.17392
C 0.65364 -2.41715 2.12320
C 3.24078 1.00734 -0.98862
C 0.93911 1.88455 -1.71663
C 1.82866 2.37672 0.51336
C 1.41591 -1.09415 1.90622
C 1.77622 1.32012 -0.54831
Si 0.95737 -0.34129 0.12792
Cl 1.12088 -1.77376 -1.24638
H -5.07476 0.46294 -1.55810
H -2.82301 1.52997 -0.74099
H -5.07527 -2.21330 -0.76779
H -3.19283 -1.86881 1.21746
H -2.27071 -2.47685 -0.35312
H 0.75768 -2.70645 3.17879
H -0.38612 -2.34566 1.82818
H 0.84773 -3.25001 1.36915
H 3.59546 0.00406 -0.40007
H 3.22588 0.92281 -2.07449
H 3.84489 1.85941 -0.71280
H 0.62584 1.24164 -2.39627
H 1.53569 2.60861 -2.20790
H 0.05055 2.24779 -1.24622
H 0.89615 2.53964 0.86957
H 2.62222 2.17602 1.28550
H 2.08898 3.30137 0.16076
H 2.43869 -1.34957 1.81588
H 0.98037 -0.38225 2.63386
*
```

C2H4N2 in the gas phase, computed with ωB97M-V with the def2-TZVPD basis set.

As for the maximum force: 4.6 eV/A. Its energy above the lowest of the compared OMol25 structures with the same formula, charge and spin is 102.0 kcal/mol.

The geometry in ORCA input format:
```
! RIJCOSX wB97M-V def2-TZVPD def2/J DEFGRID3
* xyz 0 1
C 0.51656 0.42117 -0.58678
C -0.33746 -0.20235 0.52907
N 1.01056 -0.17276 0.57150
N -1.50828 0.08957 0.17856
H -2.17318 -0.37533 0.80644
H 1.39813 -1.10952 0.62232
H 0.51597 1.49904 -0.62125
H 0.57769 -0.14982 -1.49985
*
```

13 unconnected molecules or ions with the total composition C6H40N2O12, computed with ωB97M-V with the def2-TZVPD basis set.

As for the maximum force: 5.3 eV/A. Its energy above the lowest of the compared OMol25 structures with the same formula, charge and spin is 20.0 kcal/mol.

The geometry in ORCA input format:
```
! RIJCOSX wB97M-V def2-TZVPD def2/J DEFGRID3
* xyz 0 1
N 3.72975 -1.15824 0.46130
C 2.40106 -0.93827 1.11362
C 2.16755 -1.89917 2.28001
C 1.28104 -1.12325 0.06199
N 0.39546 0.06483 0.14779
C -1.03938 -0.24145 0.10507
C -1.88657 0.70854 -0.80057
C -1.76726 0.40140 -2.27094
H 4.43909 -1.07945 1.15606
H 3.73668 -2.03993 -0.03518
H 2.36922 0.07539 1.49901
H 2.14079 -2.94477 1.97961
H 1.17496 -1.72226 2.78754
H 2.97832 -1.81022 3.05782
H 0.71577 -2.07886 0.24366
H 1.76968 -1.23439 -0.98056
H 0.65096 0.74854 -0.56610
H -1.40174 -0.18828 1.18970
H -1.27082 -1.31527 -0.20962
H -2.90182 0.60640 -0.47542
H -1.65453 1.78165 -0.62210
H -2.60332 0.86193 -2.84701
H -0.78356 0.84063 -2.68317
H -1.77249 -0.68246 -2.53176
H 0.22566 4.05432 -1.22896
H 0.49385 2.52679 -1.37836
O 0.22135 3.23728 -0.71035
H 0.05689 -0.90105 -3.76347
H 1.51961 -1.39486 -3.59100
O 0.80894 -0.95398 -3.14340
H 1.16111 0.66057 -2.70658
H 2.27214 1.39510 -1.94794
O 1.42486 1.56999 -2.43469
H 1.43951 2.17312 2.17632
H 0.67785 0.87820 2.03456
O 0.80940 1.63482 2.64565
H -2.87554 -2.49454 -1.33869
H -3.71642 -1.25847 -1.57776
O -3.68856 -2.06085 -1.07499
H -3.72368 1.38691 2.49728
H -2.53135 1.65568 1.59157
O -3.25504 1.08776 1.78058
H -1.14609 -3.33356 -0.64363
H -0.60830 -2.46255 -1.74218
O -1.28254 -3.11877 -1.58033
H -0.70595 -3.25325 1.83081
H -2.01179 -2.62604 1.33399
O -1.23897 -3.22521 1.10419
H 4.52577 1.63983 -1.22093
H 3.74284 0.39829 -0.50120
O 3.63274 1.31078 -0.94062
H -0.81950 2.97329 0.75630
H -0.57164 2.48143 2.09341
O -1.29148 2.87735 1.50661
H 1.63330 3.08327 0.39939
H 2.86108 2.26678 0.19321
O 2.38076 2.84837 0.85037
H -3.62392 -1.74569 0.64503
H -3.28137 -0.62006 1.64534
O -3.32100 -1.59444 1.53226
*
```

2 unconnected molecules or ions with the total composition C4H3O2, computed with ωB97M-V with the def2-TZVPD basis set.

As for the maximum force: 3.8 eV/A. Its energy above the lowest of the compared OMol25 structures with the same formula, charge and spin is 140.3 kcal/mol.

The geometry in ORCA input format:
```
! RIJCOSX wB97M-V def2-TZVPD def2/J DEFGRID3
* xyz 1 1
C -0.53339 -0.09207 -1.77510
C 0.80741 0.44962 3.41177
C 0.30779 -0.15106 2.51485
C -0.58304 -0.90514 -0.71311
O 0.49869 -0.00105 -2.58927
O -0.70687 -1.52296 0.23924
H -1.44488 0.49060 -1.92518
H 1.26253 1.08402 4.14291
H 0.39176 0.64804 -3.30610
*
```